1 | The following is a DFT calculation (the ωB97M-V functional and the def2-TZVPD basis) of C3H2F4 in the gas phase.

Last column: Löwdin charge in e.
Cartesian coordinates (Å):
F (2.391, 0.297, 1.593)  0.067
C (1.517, 0.116, 0.610)  -0.104
C (0.369, 0.666, 0.504)  -0.207
F (-0.196, 1.426, 1.434)  0.106
C (-0.592, 0.259, -0.695)  -0.336
F (-1.820, -0.027, -0.262)  0.093
F (-0.015, -0.814, -1.281)  0.043
H (1.741, -0.785, -0.032)  0.156
H (-0.686, 1.056, -1.535)  0.183

Summary:
Orbital gap ... 11.362 eV
SMILES string ... F/C=C(\F)C(F)F

=====

2 | The following is a DFT calculation (the ωB97M-V functional and the def2-TZVPD basis) of 2 unconnected molecules or ions with the total composition C3H2F4.

Last column: Löwdin charge in e.
Cartesian coordinates (Å):
F (1.391, 1.464, 0.351)  0.119
C (0.726, 1.553, -0.797)  -0.534
F (0.905, 2.752, -1.307)  0.140
F (1.249, 0.655, -1.610)  0.132
H (-0.276, 1.391, -0.602)  0.141
C (-1.313, -2.029, 1.633)  0.118
C (-0.792, -2.120, 0.541)  -0.203
F (-0.217, -2.119, -0.614)  0.115
H (-1.673, -1.547, 2.405)  -0.027

Summary:
Orbital gap ... 11.480 eV
SMILES string ... FC(F)F.C#CF

=====

Which of them is the least stable? Correct choice: 2.

=====

1 | The following is a DFT calculation (the ωB97M-V functional and the def2-TZVPD basis) of CH2N2O4 in the gas phase.

Last column: Löwdin charge in e.
Cartesian coordinates (Å):
O (-0.375, 1.639, -0.510)  0.211
C (-0.319, 0.550, -0.085)  -0.277
N (0.904, -0.117, 0.602)  0.041
O (2.023, 0.580, 0.119)  -0.057
N (-1.551, -0.368, 0.035)  -0.330
O (-1.392, -1.545, 0.299)  0.086
O (-2.611, 0.167, -0.121)  0.131
H (0.876, -1.030, 0.317)  0.066
H (2.445, 0.124, -0.655)  0.130

Summary:
Orbital gap ... 9.706 eV
SMILES string ... O=C(NO)[N+](=O)[O-]

=====

2 | The following is a DFT calculation (the ωB97M-V functional and the def2-TZVPD basis) of CH2N2O4 in the gas phase.

Last column: Löwdin charge in e.
Cartesian coordinates (Å):
C (-1.345, -0.065, -0.077)  0.110
N (-0.429, 0.868, -0.021)  -0.348
O (-0.378, 1.926, 0.564)  0.056
O (0.760, 0.403, -0.631)  0.039
N (1.502, -0.631, 0.085)  -0.381
O (2.617, -0.715, -0.314)  0.174
O (0.845, -1.157, 0.886)  0.164
H (-1.285, -0.657, -0.942)  0.082
H (-2.287, 0.028, 0.450)  0.104

Summary:
Orbital gap (alpha / beta) ... 9.633 / 9.634 eV
SMILES string ... C=[N+]([O-])O[N+](=O)[O-]

=====

Which of them is the least stable? Correct choice: 2.

=====

1 | The following is a DFT calculation (the ωB97M-V functional and the def2-TZVPD basis) of 2 unconnected molecules or ions with the total composition CH2NO2S.

Last column: Löwdin charge in e.
Cartesian coordinates (Å):
C (-1.190, 1.308, 0.045)  -0.552
N (1.094, -1.497, -0.100)  -0.522
O (-1.206, 2.305, -0.512)  0.160
O (-1.527, 0.435, 0.732)  0.131
S (1.780, 0.134, -0.474)  -0.022
H (0.809, -1.418, 0.848)  -0.077
H (0.240, -1.266, -0.540)  -0.118

Summary:
Net charge ... -1
Orbital gap ... 5.781 eV

=====

2 | The following is a DFT calculation (the ωB97M-V functional and the def2-TZVPD basis) of 2 unconnected molecules or ions with the total composition CH2NO2S.

Last column: Löwdin charge in e.
Cartesian coordinates (Å):
C (1.599, -0.203, -0.154)  -0.507
N (-0.875, 0.124, -0.051)  -0.573
O (1.774, 0.826, 0.359)  0.127
O (1.784, -1.206, -0.706)  0.156
S (-2.414, -0.853, 0.114)  -0.141
H (-1.067, 0.993, -0.552)  -0.029
H (-0.801, 0.320, 0.990)  -0.034

Summary:
Net charge ... -1
Orbital gap ... 5.644 eV

=====

Which of them is the least stable? Correct choice: 1.

=====

1 | The following is a DFT calculation (the ωB97M-V functional and the def2-TZVPD basis) of 2 unconnected molecules or ions with the total composition C2H8FN2.

Last column: Löwdin charge in e.
Cartesian coordinates (Å):
C (-1.452, -0.339, -0.405)  -0.093
C (1.351, 1.559, -0.010)  -0.229
N (1.229, 0.482, 0.629)  0.088
N (-0.440, -1.314, 0.057)  0.014
F (2.291, 2.419, 0.382)  0.081
H (-1.217, -0.024, -1.414)  0.084
H (-1.190, 0.531, 0.357)  0.118
H (-2.558, -0.718, -0.288)  0.139
H (1.934, 0.235, 1.361)  0.134
H (0.449, -0.801, -0.105)  0.055
H (-0.763, -1.720, 1.039)  0.221
H (0.771, 1.879, -0.937)  0.164
H (-0.405, -2.189, -0.666)  0.224

Summary:
Net charge ... +1
Orbital gap ... 12.340 eV

=====

2 | The following is a DFT calculation (the ωB97M-V functional and the def2-TZVPD basis) of a molecular structure, C2H8FN2.

Last column: Löwdin charge in e.
Cartesian coordinates (Å):
C (0.429, 1.198, 0.665)  -0.040
C (0.420, -0.026, -0.286)  -0.184
N (-1.186, -0.051, -1.192)  0.066
N (0.346, -1.414, 0.226)  0.210
F (-2.127, 0.029, -0.131)  -0.125
H (1.530, 1.442, 0.720)  0.107
H (0.102, 1.094, 1.656)  0.059
H (-0.165, 2.101, 0.344)  0.116
H (1.124, 0.021, -1.180)  0.164
H (-1.297, 0.842, -1.670)  0.102
H (0.473, -2.080, -0.540)  0.178
H (-0.669, -1.524, 0.447)  0.174
H (1.019, -1.630, 0.942)  0.174

Summary:
Net charge ... +1
Orbital gap ... 11.015 eV

=====

Which of them is the least stable? Correct choice: 2.

=====

1 | The following is a DFT calculation (the ωB97M-V functional and the def2-TZVPD basis) of a molecular structure, C2H9N5O.

Last column: Löwdin charge in e.
Cartesian coordinates (Å):
C (-2.426, -0.339, 0.434)  -0.095
C (0.994, 0.152, -0.404)  -0.496
H (-2.477, 1.046, 0.163)  0.151
H (-2.392, -0.563, 1.516)  0.037
H (-3.241, -0.934, -0.264)  0.100
H (-1.213, -0.529, -1.326)  0.088
H (0.404, -1.798, -0.847)  0.211
H (0.565, 2.074, -1.526)  0.201
H (0.797, 2.207, 0.762)  0.196
H (1.436, -1.840, 0.812)  0.260
H (3.824, -0.242, 1.423)  0.174
N (-1.242, -1.081, -0.424)  -0.146
N (0.185, -0.939, 0.004)  -0.107
N (0.025, 1.206, -0.854)  -0.061
N (2.275, 0.355, -0.167)  -0.162
N (2.816, -0.735, 0.195)  -0.122
O (-0.328, 1.961, 0.503)  -0.228

Summary:
Orbital gap ... 7.614 eV

=====

2 | The following is a DFT calculation (the ωB97M-V functional and the def2-TZVPD basis) of C2H9N5O in the gas phase.

Last column: Löwdin charge in e.
Cartesian coordinates (Å):
C (-1.469, 1.583, 0.193)  -0.094
N (-0.676, -1.876, 0.056)  -0.044
N (-0.643, -0.536, 0.618)  -0.172
N (-1.002, 0.308, -0.369)  -0.157
H (-0.961, -2.492, 0.812)  0.067
H (-1.405, -1.904, -0.656)  0.063
H (-0.782, 1.977, 0.946)  0.074
H (-1.609, 2.296, -0.620)  0.074
H (-2.435, 1.386, 0.657)  0.080
C (1.318, 0.128, 0.371)  -0.591
N (0.593, 0.641, -0.992)  0.136
N (1.993, -1.047, 0.113)  0.128
O (1.664, 1.014, 1.118)  0.045
H (1.348, -1.803, -0.127)  0.056
H (0.828, 1.610, -1.212)  0.120
H (0.624, 0.003, -1.782)  0.112
H (2.614, -1.287, 0.874)  0.103

Summary:
Orbital gap ... 8.577 eV

=====

Which of them is the least stable? Correct choice: 1.

=====

1 | The following is a DFT calculation (the ωB97M-V functional and the def2-TZVPD basis) of 2 unconnected molecules or ions with the total composition C4H13N3.

Last column: Löwdin charge in e.
Cartesian coordinates (Å):
C (-2.074, 0.589, -1.669)  -0.153
C (-1.022, -0.522, -1.502)  -0.557
C (0.153, -0.563, -2.199)  -0.074
N (-1.156, -1.389, -0.454)  0.051
H (-1.786, 1.472, -0.948)  0.064
H (-3.037, 0.091, -1.253)  0.066
H (-2.186, 0.955, -2.736)  0.065
H (0.967, -1.282, -1.931)  0.039
H (0.233, -0.057, -3.210)  0.041
H (-2.057, -1.463, -0.001)  0.055
H (-0.394, -1.489, 0.204)  0.047
N (0.833, 0.771, 0.679)  -0.058
C (1.178, -0.218, 1.729)  -0.602
N (2.056, 0.265, 2.819)  -0.079
H (0.362, 1.525, 1.165)  -0.038
H (1.677, 1.149, 0.251)  0.005
H (0.212, -0.594, 2.163)  0.069
H (1.729, -1.039, 1.238)  0.077
H (2.817, 0.786, 2.419)  -0.003
H (1.497, 1.012, 3.235)  -0.013

Summary:
Net charge ... -1
Orbital gap (alpha / beta) ... 2.997 / 8.353 eV
Spin multiplicity ... 2
⟨S²⟩ ... 0.750

=====

2 | The following is a DFT calculation (the ωB97M-V functional and the def2-TZVPD basis) of a gas-phase ion, C4H13N3 (charge -1).

Last column: Löwdin charge in e.
Cartesian coordinates (Å):
N (0.143, 0.730, 1.609)  0.008
C (-0.288, 0.078, 0.399)  -0.542
C (0.385, 0.729, -0.818)  -0.205
C (1.790, 0.163, -1.062)  -0.452
N (1.739, -1.200, -1.669)  -0.060
C (-1.816, 0.139, 0.185)  -0.295
N (-2.603, -0.430, 1.257)  -0.030
H (-0.337, 0.448, 2.462)  0.007
H (1.120, 0.437, 1.721)  -0.018
H (-0.066, -0.998, 0.325)  0.076
H (-0.217, 0.710, -1.728)  0.097
H (0.595, 1.782, -0.623)  0.094
H (2.298, 0.101, -0.088)  0.019
H (2.454, 0.809, -1.632)  0.069
H (2.590, -1.317, -2.224)  0.008
H (1.734, -1.863, -0.900)  -0.033
H (-2.138, -0.236, -0.784)  0.099
H (-2.010, 1.227, 0.167)  0.105
H (-2.895, -1.380, 1.278)  0.024
H (-2.477, 0.070, 2.125)  0.030

Summary:
Net charge ... -1
Orbital gap (alpha / beta) ... 2.859 / 9.442 eV
Spin multiplicity ... 2
⟨S²⟩ ... 0.750

=====

Which of them is the least stable? Correct choice: 1.

=====

1 | The following is a DFT calculation (the ωB97M-V functional and the def2-TZVPD basis) of C3H4OS in the gas phase.

Last column: Löwdin charge in e.
Cartesian coordinates (Å):
C (-0.598, -0.852, -0.575)  -0.507
C (-0.387, 0.582, -0.561)  -0.072
C (-0.153, -0.348, 0.657)  -0.517
O (-1.081, -1.752, -1.190)  0.213
S (1.673, -0.407, 1.070)  0.693
H (0.605, 1.002, -0.883)  0.090
H (-1.250, 1.226, -0.771)  0.115
H (-0.768, -0.342, 1.582)  0.113
H (1.959, 0.891, 0.671)  -0.127

Summary:
Orbital gap (alpha / beta) ... 7.172 / 6.871 eV
Spin multiplicity ... 3
⟨S²⟩ ... 2.010

=====

2 | The following is a DFT calculation (the ωB97M-V functional and the def2-TZVPD basis) of 2 unconnected molecules or ions with the total composition C3H4OS.

Last column: Löwdin charge in e.
Cartesian coordinates (Å):
C (2.332, -1.459, 0.162)  -0.185
C (1.628, -0.414, -0.037)  -0.242
C (-1.017, 0.828, -0.181)  0.037
O (3.924, 0.799, 0.685)  -0.510
S (3.340, 0.086, -0.445)  0.899
H (2.561, -2.464, 0.433)  0.065
H (-0.626, 1.810, -0.018)  -0.020
H (-1.312, 0.224, 0.653)  -0.020
H (-1.134, 0.461, -1.175)  -0.024

Summary:
Orbital gap (alpha / beta) ... 8.748 / 8.443 eV
Spin multiplicity ... 3
⟨S²⟩ ... 2.016

=====

Which of them is the least stable? Correct choice: 2.